No. 1
Here is 9 unconnected molecules or ions with the total composition C30H62NO14P2 at a distorted geometry from the OMol25 dataset. Energies are from the ωB97M-V functional and the def2-TZVPD basis.

CARTESIAN COORDINATES (ANGSTROEM)
C 0.042 -2.950 -3.228
C -1.034 -3.506 -2.321
O -0.694 -4.273 -1.505
N -2.414 -3.162 -2.438
C -2.970 -3.384 -3.661
C -2.173 -4.075 -4.747
O -4.101 -3.108 -3.909
P -2.937 -1.648 -1.529
O -2.276 -2.248 -0.034
C -1.530 -1.186 0.514
C -1.191 -0.146 -0.602
P 0.516 0.541 -0.373
O 0.499 1.832 -1.428
O 1.573 -0.620 -0.929
O -1.384 -0.877 -1.787
H 0.804 -2.500 -2.617
H 0.495 -3.801 -3.727
H -0.317 -2.278 -3.995
H -1.560 -3.373 -5.293
H -2.863 -4.601 -5.385
H -1.527 -4.829 -4.314
H -4.209 -2.284 -1.340
H -3.395 -0.935 -2.697
H -3.491 -0.569 -0.716
H -2.155 -0.719 1.279
H -0.623 -1.506 1.019
H -1.795 0.763 -0.609
H -0.229 1.691 -2.054
H 1.651 -0.500 -1.892
C 1.129 4.214 1.740
C -0.036 4.650 0.884
O -0.873 3.862 0.515
C -0.110 6.113 0.503
H 1.055 3.152 1.933
H 2.068 4.413 1.221
H 1.114 4.751 2.692
H 0.774 6.402 -0.067
H -0.182 6.728 1.402
H -0.991 6.282 -0.111
C 2.719 0.651 4.997
C 3.063 1.787 4.074
O 2.489 1.941 3.020
C 4.163 2.728 4.515
H 1.918 0.059 4.559
H 3.591 0.012 5.130
H 2.388 1.041 5.961
H 5.096 2.175 4.644
H 3.891 3.208 5.451
H 4.308 3.491 3.751
C 3.348 0.847 -4.748
C 2.486 -0.392 -4.779
O 2.399 -1.124 -3.821
C 1.736 -0.678 -6.057
H 3.825 0.931 -3.773
H 4.119 0.785 -5.518
H 2.733 1.733 -4.916
H 2.438 -0.805 -6.883
H 1.054 0.144 -6.280
H 1.159 -1.593 -5.939
C 5.134 -1.547 2.404
C 4.816 -2.307 3.668
O 4.123 -1.825 4.535
C 5.397 -3.695 3.802
H 4.653 -0.571 2.436
H 6.213 -1.409 2.313
H 4.760 -2.092 1.537
H 6.487 -3.647 3.770
H 5.035 -4.329 2.992
H 5.089 -4.125 4.753
C -9.315 -3.546 -3.729
C -8.409 -2.985 -2.652
O -8.847 -2.714 -1.555
C -6.962 -2.789 -3.019
H -10.328 -3.639 -3.341
H -9.326 -2.878 -4.592
H -8.961 -4.531 -4.037
H -6.884 -2.090 -3.853
H -6.512 -3.740 -3.300
H -6.414 -2.384 -2.171
C -0.233 -7.264 -2.704
C -0.331 -7.803 -4.111
O -0.659 -7.103 -5.040
C 0.002 -9.265 -4.310
H -0.495 -6.209 -2.690
H -0.920 -7.802 -2.049
H 0.787 -7.376 -2.331
H -0.676 -9.886 -3.721
H 1.031 -9.459 -4.003
H -0.108 -9.522 -5.362
C 2.351 3.886 9.353
C 3.011 2.685 8.721
O 3.394 2.704 7.575
C 3.173 1.457 9.583
H 2.298 4.694 8.626
H 1.339 3.631 9.672
H 2.931 4.222 10.214
H 2.195 1.100 9.912
H 3.788 1.690 10.454
H 3.658 0.672 9.007
C -2.807 8.943 -0.478
C -1.458 9.578 -0.243
O -0.437 9.046 -0.607
C -1.443 10.911 0.470
H -2.676 7.995 -0.996
H -3.305 8.757 0.475
H -3.428 9.598 -1.092
H -1.884 10.808 1.463
H -2.006 11.648 -0.104
H -0.416 11.253 0.574

Kohn-Sham gap (eV): 6.45
Total charge: -1
Lowest unoccupied orbital energy (eV): 1.93
F_max (eV Å⁻¹): 3.73
HOMO (eV): -4.51


No. 2
Here is a molecular structure, C30H63AsF6HgNO12S6 at a distorted geometry from the OMol25 dataset. Energies are from the ωB97M-V functional and the def2-TZVPD basis.

CARTESIAN COORDINATES (ANGSTROEM)
Hg 4.361 0.703 1.290
As 1.047 -0.926 -0.363
F 2.352 0.179 0.083
F 1.788 -1.009 -1.907
F -0.121 -2.017 -0.933
F 0.354 -0.782 1.205
F 0.079 0.404 -0.813
F 2.040 -2.197 0.232
C -3.178 2.287 -1.716
C -4.330 1.554 -1.067
N -4.342 1.756 0.373
C -3.411 0.840 1.084
C -2.995 1.465 2.407
C -5.678 1.777 0.956
C -6.468 3.020 0.625
H -2.213 1.937 -1.352
H -3.242 3.355 -1.487
H -3.242 2.178 -2.799
H -5.256 1.946 -1.491
H -4.259 0.468 -1.274
H -3.940 -0.122 1.229
H -2.521 0.653 0.484
H -2.080 1.005 2.798
H -2.837 2.523 2.240
H -3.729 1.406 3.211
H -5.573 1.671 2.036
H -6.214 0.845 0.659
H -7.478 2.885 1.028
H -6.626 3.150 -0.448
H -6.005 3.916 1.027
C 4.234 3.959 -3.547
C 3.790 2.619 -4.199
C 3.642 1.640 -3.081
S 5.075 1.905 -2.075
O 6.204 1.150 -2.520
O 4.626 1.791 -0.698
C 5.283 3.637 -2.504
H 3.373 4.431 -3.073
H 4.597 4.606 -4.341
H 4.627 2.306 -4.833
H 2.865 2.666 -4.761
H 3.466 0.602 -3.348
H 2.806 1.908 -2.423
H 6.290 3.711 -2.906
H 5.122 4.247 -1.623
C 3.975 -4.208 -1.479
C 4.795 -3.600 -2.624
C 5.149 -2.179 -2.241
S 5.483 -2.293 -0.488
O 4.843 -1.159 0.208
O 6.877 -2.504 -0.281
C 4.562 -3.780 -0.150
H 3.799 -5.273 -1.569
H 2.979 -3.750 -1.524
H 4.184 -3.598 -3.521
H 5.694 -4.204 -2.750
H 4.313 -1.510 -2.425
H 6.069 -1.795 -2.669
H 3.812 -3.488 0.586
H 5.231 -4.463 0.371
C 1.466 5.739 2.208
C 0.615 4.523 2.488
C 0.579 3.702 1.225
S 2.291 3.707 0.727
O 2.389 3.837 -0.689
O 3.002 2.609 1.389
C 2.743 5.225 1.598
H 1.641 6.287 3.127
H 0.945 6.366 1.487
H -0.351 4.789 2.905
H 1.043 3.913 3.299
H 0.040 4.199 0.417
H 0.251 2.673 1.344
H 3.140 5.861 0.805
H 3.551 5.015 2.291
C -2.197 -3.970 0.667
C -3.486 -4.771 0.896
C -4.329 -3.860 1.774
S -3.198 -3.265 3.016
O -3.250 -4.092 4.184
O -3.408 -1.858 3.159
C -1.704 -3.586 2.041
H -2.414 -3.067 0.099
H -1.384 -4.531 0.211
H -3.273 -5.729 1.386
H -3.896 -5.013 -0.084
H -5.263 -4.222 2.192
H -4.612 -3.007 1.140
H -1.181 -4.402 2.545
H -1.090 -2.689 2.107
C -0.013 -0.441 4.689
C 0.436 -1.913 4.827
C 1.675 -2.044 3.972
S 2.601 -0.524 4.255
O 3.004 0.013 2.941
O 3.563 -0.744 5.268
C 1.221 0.425 4.932
H -0.729 -0.192 5.476
H -0.525 -0.240 3.749
H -0.368 -2.558 4.477
H 0.574 -2.133 5.887
H 1.385 -2.003 2.919
H 2.352 -2.880 4.115
H 1.208 1.409 4.470
H 1.479 0.494 5.987
C -2.298 -1.527 -4.634
C -3.473 -0.558 -4.561
C -4.689 -1.307 -4.039
S -4.057 -2.629 -2.992
O -4.463 -3.874 -3.574
O -4.294 -2.384 -1.584
C -2.335 -2.310 -3.324
H -1.383 -0.939 -4.699
H -2.285 -2.249 -5.449
H -3.723 -0.252 -5.582
H -3.237 0.357 -4.031
H -5.145 -1.824 -4.883
H -5.477 -0.764 -3.528
H -1.843 -3.283 -3.359
H -1.871 -1.758 -2.509

Kohn-Sham gap (eV): 4.84
Total charge: +1
Lowest unoccupied orbital energy (eV): -4.71
F_max (eV Å⁻¹): 2.01
HOMO (eV): -9.55
Energy relative to the best compared isomer or geometry (same formula, charge and spin) (kcal/mol): 0.00


No. 3
Here is a molecular structure, C30H63Br6F3N8O10 at a distorted geometry from the OMol25 dataset. Energies are from the ωB97M-V functional and the def2-TZVPD basis.

CARTESIAN COORDINATES (ANGSTROEM)
C 23.521 -5.216 0.182
C 24.542 -5.903 1.079
O 25.058 -5.348 2.032
N 24.790 -7.198 0.758
C 25.739 -8.023 1.477
H 23.442 -5.799 -0.745
H 23.862 -4.271 -0.239
H 22.586 -5.120 0.722
H 24.302 -7.632 -0.001
H 26.739 -7.610 1.332
H 25.818 -8.996 0.985
H 25.474 -8.237 2.508
C 23.826 -11.065 10.490
C 24.548 -10.011 9.669
O 23.899 -9.106 9.154
N 25.897 -10.053 9.608
C 26.753 -9.005 9.127
H 22.787 -11.075 10.183
H 23.947 -10.761 11.529
H 24.221 -12.072 10.325
H 26.351 -10.854 10.016
H 27.587 -9.404 8.549
H 27.194 -8.372 9.908
H 26.162 -8.330 8.504
C 28.473 -15.441 3.670
C 29.766 -15.261 4.436
O 29.869 -15.575 5.617
N 30.778 -14.710 3.756
C 31.994 -14.243 4.386
H 28.050 -14.464 3.421
H 27.735 -15.976 4.262
H 28.636 -15.988 2.738
H 30.705 -14.580 2.766
H 32.806 -14.124 3.674
H 32.371 -14.918 5.153
H 31.818 -13.284 4.879
C 25.079 -14.176 2.869
C 24.030 -13.081 3.069
O 23.017 -13.273 3.748
N 24.256 -11.927 2.411
C 23.422 -10.760 2.583
H 25.832 -14.142 3.652
H 25.531 -14.032 1.877
H 24.646 -15.169 2.771
H 25.153 -11.742 1.972
H 23.002 -10.338 1.672
H 24.030 -10.004 3.089
H 22.589 -10.936 3.260
C 31.718 -14.995 8.271
C 31.708 -13.504 8.042
O 32.679 -12.815 8.326
N 30.619 -13.017 7.395
C 30.441 -11.627 7.040
H 31.703 -15.195 9.343
H 32.679 -15.353 7.899
H 30.929 -15.532 7.758
H 30.072 -13.699 6.895
H 29.463 -11.256 7.348
H 30.458 -11.507 5.956
H 31.252 -11.050 7.466
C 26.715 -12.758 -0.991
C 27.399 -12.021 0.123
O 26.806 -11.377 0.971
N 28.748 -12.082 0.143
C 29.554 -11.288 1.070
H 26.206 -12.024 -1.619
H 25.906 -13.344 -0.549
H 27.331 -13.387 -1.626
H 29.220 -12.772 -0.411
H 30.509 -11.068 0.605
H 29.601 -11.765 2.047
H 29.023 -10.344 1.196
C 22.416 -11.471 6.746
C 21.500 -10.273 6.845
O 20.356 -10.362 6.377
N 21.974 -9.170 7.452
C 21.191 -7.971 7.635
H 22.330 -11.931 5.761
H 22.246 -12.264 7.477
H 23.489 -11.254 6.854
H 22.904 -9.211 7.844
H 20.525 -8.104 8.488
H 20.575 -7.761 6.763
H 21.845 -7.112 7.758
C 28.935 -17.345 8.317
C 28.349 -18.441 7.464
O 27.689 -19.351 7.939
N 28.588 -18.278 6.143
C 28.078 -19.057 5.056
H 28.380 -17.256 9.243
H 28.764 -16.423 7.752
H 29.992 -17.394 8.561
H 29.245 -17.521 5.991
H 27.740 -18.498 4.186
H 27.184 -19.580 5.418
H 28.755 -19.873 4.784
C 27.096 -13.521 8.133
C 27.421 -14.006 6.728
O 27.670 -12.931 5.823
C 26.661 -12.195 5.415
O 25.516 -12.496 5.516
C 27.107 -10.930 4.645
F 26.574 -10.938 3.441
F 26.703 -9.844 5.262
F 28.442 -10.876 4.513
H 26.801 -12.471 8.159
H 27.989 -13.599 8.761
H 26.311 -14.081 8.641
H 26.575 -14.586 6.369
H 28.263 -14.686 6.690
C 23.375 -14.957 6.787
Br 24.470 -16.501 6.313
Br 23.053 -14.662 8.683
Br 21.655 -15.050 5.882
H 23.902 -14.093 6.404
C 25.983 -16.426 11.313
Br 27.704 -16.233 12.143
Br 24.764 -15.042 11.909
Br 25.250 -18.202 11.702
H 26.085 -16.338 10.241

Kohn-Sham gap (eV): 8.03
Lowest unoccupied orbital energy (eV): -0.43
F_max (eV Å⁻¹): 1.78
HOMO (eV): -8.46


No. 4
Here is 2 unconnected molecules or ions with the total composition C30H63OSi4 at a distorted geometry from the OMol25 dataset. Energies are from the ωB97M-V functional and the def2-TZVPD basis.

CARTESIAN COORDINATES (ANGSTROEM)
C -3.587 -1.175 -2.850
O -2.272 -1.155 -2.248
C -1.375 -2.081 -2.489
C -1.610 -3.288 -3.216
C -0.681 -3.512 -4.265
C -0.741 -4.647 -5.055
C -1.699 -5.640 -4.801
C -1.632 -6.917 -5.595
C -2.678 -5.400 -3.815
C -2.657 -4.245 -3.044
H -4.256 -1.792 -2.239
H -3.910 -0.134 -2.828
H -3.570 -1.525 -3.890
H -0.345 -1.818 -2.234
H 0.056 -2.726 -4.438
H -0.025 -4.775 -5.877
H -2.349 -7.671 -5.246
H -1.800 -6.731 -6.668
H -0.623 -7.349 -5.529
H -3.478 -6.136 -3.676
H -3.413 -4.040 -2.290
C 7.282 2.171 2.568
C 5.874 2.302 1.999
C 5.338 0.954 1.499
C 3.861 0.999 1.115
Si 2.989 -0.697 1.058
C 3.021 -1.635 -0.555
C 3.777 -1.748 2.399
C 1.198 -0.482 1.601
Si 0.165 0.452 0.348
H -0.549 -0.529 -0.609
C -1.047 1.507 1.320
Si -2.024 0.496 2.570
C -3.408 1.593 3.192
C -2.681 -1.016 1.674
C -0.919 0.061 4.047
C -1.616 -0.013 5.408
C -0.712 -0.654 6.470
C -1.299 -0.625 7.871
C 1.148 1.512 -0.824
Si 0.409 3.170 -1.349
C 0.309 4.488 -0.017
C 1.462 3.761 -2.779
C -1.402 2.920 -1.800
C -1.648 2.434 -3.220
C -3.120 2.626 -3.572
C -3.396 2.158 -4.989
H 7.598 3.113 3.023
H 7.331 1.391 3.335
H 7.991 1.929 1.770
H 5.185 2.700 2.755
H 5.895 3.018 1.170
H 5.921 0.663 0.615
H 5.527 0.192 2.265
H 3.309 1.645 1.817
H 3.817 1.482 0.134
H 3.061 -2.711 -0.334
H 2.138 -1.469 -1.182
H 3.906 -1.383 -1.148
H 3.024 -2.412 2.845
H 4.579 -2.364 1.972
H 4.197 -1.128 3.202
H 0.771 -1.490 1.769
H 1.216 0.008 2.591
H -0.527 2.336 1.834
H -1.803 1.975 0.673
H -4.203 0.987 3.649
H -3.031 2.303 3.944
H -3.842 2.171 2.364
H -3.197 -1.676 2.385
H -3.403 -0.727 0.896
H -1.897 -1.604 1.180
H -0.418 -0.894 3.834
H -0.131 0.828 4.102
H -1.908 0.999 5.731
H -2.545 -0.601 5.339
H -0.528 -1.693 6.170
H 0.257 -0.142 6.464
H -0.694 -1.244 8.533
H -1.302 0.389 8.278
H -2.318 -1.016 7.889
H 2.131 1.791 -0.419
H 1.348 0.934 -1.743
H -0.530 5.155 -0.267
H 0.140 4.091 0.991
H 1.233 5.081 -0.011
H 0.843 4.253 -3.541
H 2.205 4.487 -2.420
H 2.001 2.931 -3.254
H -1.859 2.194 -1.118
H -1.908 3.882 -1.624
H -1.019 2.969 -3.949
H -1.391 1.363 -3.295
H -3.746 2.060 -2.871
H -3.381 3.685 -3.438
H -4.429 2.369 -5.269
H -2.730 2.654 -5.708
H -3.246 1.077 -5.059

Kohn-Sham gap (eV): 6.38
Total charge: +1
Lowest unoccupied orbital energy (eV): -5.14
F_max (eV Å⁻¹): 2.67
HOMO (eV): -11.52
Energy relative to the best compared isomer or geometry (same formula, charge and spin) (kcal/mol): 0.00